1.
Entry from the Open Molecules 2025 dataset: 2 unconnected molecules or ions with the total composition C3H10OS in a non-equilibrium geometry (ωB97M-V/def2-TZVPD).

The calculation puts the gap between HOMO and LUMO at 0.3590 Eh. The calculation puts the energy relative to the best compared isomer or geometry (same formula, charge and spin) at 61.52 kJ/mol. The value obtained for the lowest unoccupied orbital energy is 0.898 eV. As for the SMILES: CCO.CS. As for the energy: -16155.2281 eV. The net charge is 0. The value obtained for the HOMO energy is -8.872 eV.

```
15
C3H10OS, DFT ωB97M-V/def2-TZVPD
C 0.23 2.45 -0.48
C -0.63 1.72 0.55
O 0.11 0.65 1.14
H 0.65 1.75 -1.21
H -0.16 3.31 -1.00
H 1.16 2.76 0.03
H -1.54 1.34 0.10
H -0.92 2.44 1.32
H 1.01 0.94 1.10
C 0.49 -2.73 -0.18
S -1.00 -3.28 -1.14
H 0.37 -1.71 0.17
H 0.70 -3.48 0.57
H 1.29 -2.75 -0.92
H -1.78 -3.42 -0.04
```



2.
Entry from the Open Molecules 2025 dataset: 2 unconnected molecules or ions with the total composition C3H10OS in a non-equilibrium geometry (ωB97M-V/def2-TZVPD).

The calculation puts the gap between HOMO and LUMO at 0.3373 Eh. The calculation puts the energy relative to the best compared isomer or geometry (same formula, charge and spin) at 205.57 kJ/mol. The value obtained for the lowest unoccupied orbital energy is 0.808 eV. As for the SMILES: CSC.CO. As for the energy: -16153.7352 eV. The net charge is 0. The value obtained for the HOMO energy is -8.371 eV.

```
15
C3H10OS, DFT ωB97M-V/def2-TZVPD
C -0.88 -1.61 -1.83
S -1.16 -1.19 -0.10
C 0.03 -1.92 1.09
H -1.82 -1.96 -2.16
H -0.20 -2.38 -2.06
H -0.67 -0.65 -2.50
H 0.78 -1.12 1.15
H 0.48 -2.85 0.80
H -0.54 -2.03 2.01
C 1.93 2.56 0.83
O 0.83 3.20 0.19
H 1.60 1.52 0.98
H 2.27 3.13 1.76
H 2.82 2.47 0.12
H 0.72 2.99 -0.60
```



3.
Entry from the Open Molecules 2025 dataset: 2 unconnected molecules or ions with the total composition C3H10OS in a non-equilibrium geometry (ωB97M-V/def2-TZVPD).

The calculation puts the gap between HOMO and LUMO at 0.3647 Eh. The calculation puts the energy relative to the best compared isomer or geometry (same formula, charge and spin) at 137.17 kJ/mol. The value obtained for the lowest unoccupied orbital energy is 0.694 eV. As for the SMILES: CCS.CO. As for the energy: -16154.4441 eV. The net charge is 0. The value obtained for the HOMO energy is -9.230 eV.

```
15
C3H10OS, DFT ωB97M-V/def2-TZVPD
C 0.92 0.37 1.95
C 1.36 1.04 0.68
S 0.25 2.38 0.27
H -0.01 -0.11 1.70
H 0.63 1.05 2.79
H 1.59 -0.37 2.43
H 2.35 1.50 0.66
H 1.49 0.24 -0.07
H 0.79 3.32 1.06
C -1.59 -1.94 -2.01
O -1.93 -0.58 -1.95
H -1.29 -2.17 -2.98
H -0.58 -2.02 -1.51
H -2.53 -2.49 -1.87
H -1.46 -0.23 -1.18
```



Q: Which of these has the highest lowest unoccupied orbital energy?
A: number 1